ORCA calculation (ωB97M-V/def2-TZVPD) on a cluster of 7 separate species, C34H33Br4N5O10 in total in a non-equilibrium geometry.

As for the maximum force: 3.18 eV Å⁻¹. The frontier orbital gap is 8.79 eV. The value obtained for the LUMO energy is -0.0355 Eh. The value obtained for the energy above the lowest of the compared OMol25 structures with the same formula, charge and spin is 19.6 kcal/mol. As for the SMILES: O=[N+]([O-])c1ccccc1.O=[N+]([O-])c1ccccc1.O=[N+]([O-])c1ccccc1.O=[N+]([O-])c1ccccc1.O=[N+]([O-])c1ccccc1.BrCCBr.BrCCBr. The molecular weight is 991.28 g mol⁻¹. As for the net charge: 0.

Geometry (Å):
1 H -6.41609 -8.47336 16.73144
2 H -8.49622 -10.34708 15.99009
3 H -12.54375 -2.44651 21.11196
4 C -9.48649 -6.60388 24.31043
5 H -6.74008 -11.58820 18.90103
6 C -15.51291 -5.94881 24.09121
7 C -9.45913 -8.67400 16.96929
8 C -15.04920 -7.50181 27.76825
9 H -5.10590 -10.18717 20.09760
10 C -3.87327 -7.17517 14.84325
11 C -8.83362 -8.57609 14.76722
12 H -8.42322 -7.06229 20.66900
13 C -17.85268 -5.40806 23.82789
14 N -9.52572 -9.34197 18.29112
15 O -17.05722 -2.76705 24.24727
16 H -6.24273 -12.41701 16.52613
17 N -16.20425 -3.59387 24.31334
18 C -11.80987 -3.07883 21.58498
19 C -3.43461 -10.57398 17.13741
20 H -10.73324 -7.45056 21.39123
21 C -5.82694 -11.27222 18.38391
22 H -10.37872 -5.68002 15.78371
23 C -4.91678 -8.01265 15.21215
24 C -18.17861 -6.76301 23.59802
25 C -15.83107 -7.32090 24.06845
26 C -5.15718 -6.81006 17.20500
27 C -7.74343 -6.50479 22.60852
28 H -5.10168 -8.85898 14.58219
29 C -5.55595 -7.87277 16.42189
30 C -9.28722 -7.24542 14.69381
31 C -16.52542 -5.02961 24.03110
32 N -11.75694 -6.93706 23.75944
33 H -8.34096 -8.90293 13.84566
34 H -10.47406 -4.61313 20.73573
35 Br -13.00304 -9.09913 29.01741
36 H -10.75862 -3.14538 19.68778
37 Br -10.43394 -2.27215 22.68087
38 C -8.16283 -6.43646 23.97740
39 O -5.52665 -5.71762 19.23815
40 C -3.39378 -6.16514 15.72455
41 H -14.98865 -8.00528 24.21947
42 H -14.72238 -6.50300 28.03351
43 C -8.87065 -9.33456 15.92969
44 H -9.05735 -6.78373 13.77341
45 H -18.67357 -4.72175 23.74502
46 C -8.66894 -6.79900 21.67365
47 H -3.01738 -9.48506 18.93869
48 H -4.08288 -11.86908 15.49863
49 O -2.11832 -10.03377 15.33495
50 O -11.95541 -7.15813 24.94356
51 C -10.38749 -6.87428 23.34464
52 H -13.27002 -8.08901 26.66231
53 O -1.18648 -10.10342 17.27877
54 H -10.29959 -7.03933 17.85174
55 C -10.00555 -7.45848 16.95052
56 O -10.45573 -9.06753 18.99696
57 N -5.83210 -6.68013 18.51449
58 H -3.76768 -5.23001 17.59682
59 H -19.15701 -7.12475 23.34781
60 H -6.68010 -6.51662 22.30530
61 C -9.97625 -6.70743 15.76138
62 H -17.31344 -8.79724 23.53650
63 C -11.17371 -3.84451 20.41969
64 O -6.65682 -7.51724 18.86837
65 Br -12.55190 -4.92104 19.59468
66 H -15.54960 -7.40122 26.84394
67 C -4.34244 -11.42869 16.45038
68 H -7.49832 -6.38400 24.85195
69 C -5.54906 -11.76445 17.05458
70 C -13.92980 -8.46950 27.46056
71 C -4.10756 -6.00890 16.92430
72 Br -16.32068 -7.98499 29.13955
73 C -4.91663 -10.45808 19.06251
74 O -8.71945 -10.22474 18.49744
75 C -17.16274 -7.75257 23.73794
76 H -2.60122 -5.46014 15.37027
77 O -15.04461 -3.31157 24.45736
78 C -10.01908 -7.08454 22.07431
79 H -12.32992 -3.84850 22.18912
80 H -9.76541 -6.49648 25.32198
81 C -3.69140 -10.12859 18.39704
82 H -14.43297 -5.69228 24.22890
83 H -3.49632 -7.22989 13.81761
84 N -2.12669 -10.18471 16.52823
85 H -14.37484 -9.40761 27.06619
86 O -12.69869 -6.74152 22.99194


ORCA calculation (ωB97M-V/def2-TZVPD) on a cluster of 7 separate species, C34H33Br4N5O10 in total in a non-equilibrium geometry.

As for the maximum force: 4.02 eV Å⁻¹. The frontier orbital gap is 8.55 eV. The value obtained for the LUMO energy is -0.0498 Eh. The value obtained for the energy above the lowest of the compared OMol25 structures with the same formula, charge and spin is 48.2 kcal/mol. As for the SMILES: O=[N+]([O-])c1ccccc1.O=[N+]([O-])c1ccccc1.O=[N+]([O-])c1ccccc1.O=[N+]([O-])c1ccccc1.O=[N+]([O-])c1ccccc1.BrCCBr.BrCCBr. The molecular weight is 991.28 g mol⁻¹. As for the net charge: 0.

Geometry (Å):
1 C 3.30985 0.60863 -2.95643
2 H -1.04347 -3.95888 -0.66667
3 C -1.38072 2.58556 -4.99765
4 C 1.60380 1.77167 0.41040
5 N 1.04544 -3.49380 7.28123
6 C -2.36469 2.87836 2.29790
7 C 0.65200 -7.42032 1.73300
8 C -3.09018 1.77358 -2.84194
9 H -5.40911 1.81673 0.03430
10 H 0.67620 -2.23757 1.34494
11 H 0.76707 -0.86071 6.98435
12 H -0.29899 0.71561 0.17938
13 C -2.08487 0.90752 -3.28105
14 H -3.75179 1.43297 -2.05921
15 N -4.41201 3.84146 -3.05333
16 C 2.32931 2.93236 -0.07260
17 N 2.17289 0.83865 1.38098
18 C -2.54486 1.58331 1.75211
19 Br 0.11742 -6.44864 -1.01804
20 C -3.60425 1.20677 0.89105
21 N 6.53520 0.70792 -5.66409
22 C -3.42856 3.78390 1.93531
23 O -1.30710 4.47097 3.61018
24 O 0.92078 -4.66485 7.32338
25 H -1.36082 -7.58907 0.76802
26 H -3.34034 4.81162 2.25534
27 O 7.60149 1.12066 -5.22886
28 H 4.56813 1.35599 -1.49665
29 Br 1.30641 -1.87634 -1.18276
30 N -1.19006 3.38736 2.99723
31 C -4.45294 3.41883 1.09048
32 C 0.27071 3.79959 -0.95033
33 C 0.29526 1.60076 0.00684
34 C -0.98247 -1.34927 4.12460
35 C 5.37464 0.64523 -4.75004
36 O -5.18607 3.45603 -2.15557
37 C -0.30447 -7.68307 0.51625
38 H 0.92227 -8.25548 2.37919
39 H -0.53909 0.63085 -4.84131
40 H -1.45279 2.60723 -0.95352
41 O 1.42952 0.04930 1.97202
42 C -0.41299 -0.63459 5.14262
43 H -1.48438 -3.20593 3.32443
44 H 1.22709 -3.62386 0.67891
45 C 5.59064 1.04827 -3.36973
46 C -0.43261 2.65076 -0.60177
47 O -0.12310 2.80183 2.87676
48 H -1.33097 -3.53027 1.08154
49 Br -1.92011 -1.61027 -0.52651
50 C -0.32312 -3.47374 5.14347
51 C -4.54675 2.10025 0.61940
52 H -1.53477 -0.87364 3.32764
53 H 2.06759 -0.19346 -4.63504
54 C -0.98113 -2.71308 4.14311
55 C 0.24939 -1.33970 6.16644
56 H 6.60137 1.26365 -3.05598
57 C 4.04947 0.20484 -5.16444
58 H -0.09095 -8.67855 0.12700
59 C 2.97720 0.23313 -4.23877
60 C -0.92592 -3.21393 0.12031
61 H -0.38064 4.56081 -1.35365
62 H -1.87823 0.81500 2.11504
63 H -2.64514 4.25023 -5.11063
64 O -4.49010 4.96164 -3.61664
65 C -1.20409 1.33149 -4.35832
66 H -3.76781 0.17091 0.63291
67 H -5.17772 4.11026 0.68674
68 H 3.36093 2.96545 0.24529
69 C 1.61816 3.94077 -0.71729
70 H -0.40029 -4.54994 5.19066
71 Br -0.19468 -5.95760 2.77773
72 C -3.31284 3.01616 -3.43468
73 C 4.54979 1.02956 -2.52597
74 O 1.64167 -2.80061 8.12112
75 C -2.50412 3.34533 -4.53820
76 C 0.35776 -2.77495 6.19030
77 H -0.67217 2.82716 -5.77611
78 H -1.96691 -0.10818 -2.93342
79 H 2.54590 0.60321 -2.19305
80 O 3.40063 0.77795 1.54270
81 H -0.47107 0.43965 5.04764
82 C 0.55330 -2.80613 0.42313
83 H 3.91972 -0.17742 -6.16616
84 H 2.03665 4.83416 -1.15673
85 H 1.64399 -7.10123 1.41325
86 O 6.41281 0.18304 -6.76345


ORCA calculation (ωB97M-V/def2-TZVPD) on a structure of composition C34H33GeN2ORu.

As for the expectation value of S²: 8.788. As for the maximum force: 0.72 eV Å⁻¹. The spin multiplicity is 6. The frontier orbital gap (spin up / spin down) is 6.38 / 5.61 eV. The value obtained for the LUMO energy (spin up / spin down) is 0.0179 / -0.0222 Eh. The molecular weight is 659.33 g mol⁻¹. As for the net charge: 0.

Geometry (Å):
1 H 2.60507 0.50714 1.52329
2 H 1.31181 -1.78270 -5.17272
3 H -0.49630 -4.27919 4.12841
4 C -2.13106 0.38675 3.97685
5 C -1.21216 -1.40425 -2.28565
6 C 0.25025 -0.10939 4.12634
7 N 1.70734 -1.25042 0.80545
8 H 2.08233 -1.18146 3.72350
9 H -3.15559 0.04567 4.05469
10 C -4.10413 2.62256 -1.53409
11 C -2.74200 0.97231 0.20364
12 C -0.36688 -2.65622 -4.15835
13 O -0.75055 -2.92355 2.04488
14 H -0.30920 3.14695 3.30185
15 C 1.75324 4.83463 -3.41847
16 C -0.23473 -0.42272 -2.46007
17 H -1.94399 -1.30125 -1.48982
18 H -2.24291 2.82756 -2.56817
19 H -2.04610 -3.26420 -2.96492
20 C 3.00133 0.37681 -0.57551
21 C -4.09371 1.21808 0.41247
22 C -1.85879 1.71325 3.68273
23 H 2.73107 -2.65389 -2.06862
24 C 1.88581 -2.13299 -0.18921
25 H -2.20063 0.34005 0.90746
26 H 1.63774 3.31141 -0.39261
27 C 0.95359 3.95402 -4.13394
28 C 0.64243 2.59036 -2.15002
29 C 0.17443 -3.74193 2.18129
30 H -2.66760 2.41002 3.50940
31 H -4.60738 0.76610 1.25348
32 C 2.64296 -1.89571 -1.30236
33 C 0.60250 -1.68140 -4.35963
34 H -0.21222 2.16135 -4.08187
35 C 1.38031 -1.01655 4.54305
36 H 2.18339 5.69947 -3.90856
37 H 0.75772 4.13252 -5.18423
38 H 1.52484 1.56129 3.69255
39 C 1.99929 4.60129 -2.07159
40 H 0.99477 -1.98307 4.86722
41 H 1.44618 0.16001 -3.67093
42 H 1.27111 -4.23281 3.95364
43 C -0.53946 2.12368 3.56740
44 Ge -0.15166 1.08055 -1.19379
45 H 3.42030 1.36835 -0.70594
46 H 0.35585 -5.58438 3.27903
47 N 1.05999 -4.00958 1.22386
48 C 0.49861 1.22102 3.76433
49 H 2.62187 5.28677 -1.50892
50 C 1.06217 -3.38724 -0.09705
51 C 0.33394 -4.51074 3.46855
52 H 1.83778 -4.59898 1.47238
53 H 0.02578 -3.14245 -0.33947
54 H -5.83404 2.24791 -0.31468
55 C -1.27744 -2.51570 -3.11885
56 C 1.44554 3.48984 -1.44620
57 H -0.41762 -3.51756 -4.81379
58 C -4.78018 2.04769 -0.46469
59 H 3.84024 -0.39403 -2.34425
60 C -2.04215 1.52626 -0.86537
61 C 0.66873 -0.58009 -3.51348
62 C 3.22875 -0.59392 -1.47147
63 C 0.40487 2.84197 -3.50364
64 H -4.63188 3.27743 -2.21683
65 H 1.92977 -0.57907 5.37850
66 C 0.68872 0.75650 0.49009
67 C 2.11914 0.14824 0.61127
68 H -1.32276 -1.53071 4.51064
69 Ru -0.26830 -0.61609 1.75598
70 C -1.09128 -0.51971 4.19947
71 H 1.40310 -4.12349 -0.82287
72 C -2.75198 2.36164 -1.73110